(1)
21
Properties=species:S:1:pos:R:3:forces:R:3:lowdin_charge:R:1 method="wB97M-V/def2-TZVPD" e_above_lowest_kcal_mol=51.5 multiplicity=1 max_force_ha_per_bohr=0.01747
O 2.9864 -0.4146 2.4782 0.0 -0.4 -0.3 0.052
N -2.9657 -1.3870 -2.0424 -0.2 0.3 -0.4 -0.009
C 1.9000 0.8431 0.7223 0.4 -0.1 -0.3 -0.223
C -1.2606 -0.6456 -0.4437 -0.3 -0.5 0.1 -0.189
C -1.5576 -1.0424 -1.8568 0.6 0.1 -0.2 -0.320
C 2.7853 0.6290 1.9182 -0.3 0.4 0.8 -0.284
C -0.4905 -1.3727 0.3559 0.3 0.3 -0.2 -0.009
C 0.7467 1.7875 1.0182 0.2 0.7 0.2 -0.109
H 2.5032 1.2880 -0.0786 0.1 0.0 0.2 0.119
H -0.9310 -1.8920 -2.1394 -0.2 -0.2 0.2 0.105
H -3.5599 -0.6363 -1.7029 0.1 0.0 0.2 0.061
H -3.1717 -1.4258 -3.0371 0.0 -0.2 0.1 0.063
H -1.7822 0.2474 -0.0994 0.2 0.0 0.1 0.099
H -0.1839 -1.0677 1.3470 -0.4 0.0 0.2 0.055
H 0.3824 2.2392 0.0922 -0.1 -0.1 0.2 0.078
H 0.0142 -2.2627 -0.0068 -0.2 0.0 -0.1 0.071
H 1.5561 -0.1151 0.3518 0.0 -0.1 0.0 0.074
H 3.2015 1.5411 2.4039 0.0 0.2 -0.4 0.123
H -1.1816 -0.2430 -2.5163 -0.3 0.2 0.0 0.106
H -0.0715 1.3325 1.5597 -0.2 -0.4 -0.1 0.062
H 1.0805 2.5971 1.6761 0.1 0.1 -0.2 0.074

***

(2)
21
Properties=species:S:1:pos:R:3:forces:R:3:lowdin_charge:R:1 method="wB97M-V/def2-TZVPD" e_above_lowest_kcal_mol=89.5 multiplicity=1 max_force_ha_per_bohr=0.09445
O -0.7863 1.6911 0.9936 0.3 0.6 0.2 -0.049
N -0.3928 0.4102 0.5893 4.3 -2.0 0.9 -0.151
C -0.3623 -1.1448 -1.3533 0.4 0.1 0.2 -0.080
C -0.7574 0.1973 -0.7696 -4.8 0.2 -0.3 -0.376
C 2.0526 1.2494 0.3651 -0.8 0.0 0.2 0.047
C 1.7262 -1.0223 1.3222 -0.3 -0.2 0.2 -0.070
C -2.5059 0.2080 -0.7106 2.7 0.2 -0.7 -0.020
C 1.2336 0.2515 0.7039 -1.5 1.1 0.0 -0.283
H 2.7979 -0.9811 1.5549 -0.2 0.2 -0.2 0.079
H -2.8837 1.1385 -0.2866 0.2 -0.1 0.0 0.044
H -2.8364 0.1340 -1.7488 -0.1 -0.1 0.1 0.049
H 1.2008 -1.2214 2.2618 -0.1 -0.1 -0.2 0.079
H -0.9238 -1.3393 -2.2721 0.1 0.2 0.2 0.079
H 1.5777 -1.8781 0.6577 -0.1 0.0 0.1 0.067
H -0.5705 -1.9574 -0.6523 0.0 0.1 0.0 0.083
H -0.4716 1.0300 -1.4190 0.1 0.1 -0.1 0.130
H 0.7015 -1.1649 -1.6055 0.0 -0.1 0.0 0.073
H 3.1167 1.2298 0.5917 -0.2 -0.3 -0.2 0.064
H -0.7227 1.6378 1.9620 -0.2 0.0 -0.4 0.114
H 1.6686 2.1724 -0.0600 0.0 -0.1 0.1 0.062
H -2.8623 -0.6407 -0.1245 0.2 0.0 -0.1 0.058

***

Computed HOMO level, in the same sequence as the records: -0.348, -0.315 Ha.
Computed E_LUMO, in the same sequence as the records: 0.89, 1.01 eV.